This record from the Open Molecules 2025 dataset describes C42H41NO3P2PtS as an isolated structure in a non-equilibrium geometry. The level of theory is ωB97M-V/def2-TZVPD.

The geometry in ORCA input format:
```
! RIJCOSX wB97M-V def2-TZVPD def2/J DEFGRID3
* xyz 2 5
Pt 2.704 -1.214 -2.478
C 4.578 -1.783 -2.694
C 4.885 -0.540 -1.915
C 5.337 0.661 -2.709
C 4.400 0.936 -3.926
C 3.027 0.299 -3.887
C 2.568 -0.938 -4.481
C 3.507 -1.978 -4.992
C 4.818 -2.027 -4.161
C -0.398 0.651 -1.652
H 4.789 -2.666 -2.105
H 5.500 -0.755 -1.028
H 6.362 0.485 -3.066
H 5.426 1.561 -2.083
H 4.217 2.017 -3.959
H 4.925 0.695 -4.856
H 2.254 1.042 -3.721
H 1.555 -0.852 -4.930
H 3.699 -1.872 -6.056
H 2.998 -2.938 -4.874
H 5.228 -3.043 -4.215
H 5.571 -1.344 -4.547
H 0.050 -0.355 -1.720
H -1.436 0.635 -2.006
H -0.346 0.964 -0.606
P 3.364 -0.133 -0.402
P 0.366 1.964 -2.599
C 2.842 1.589 -0.879
C 2.003 2.208 -1.778
C 3.872 0.138 1.356
C 4.604 1.237 1.829
C 4.809 1.419 3.197
C 4.306 0.490 4.122
C 3.530 -0.590 3.681
C 3.310 -0.724 2.317
C 3.537 -2.178 -0.104
C 2.689 -3.017 -0.832
C 2.901 -4.416 -0.843
C 3.961 -4.951 -0.119
C 4.806 -4.109 0.617
C 4.608 -2.716 0.597
C -0.472 3.500 -2.167
C -0.396 3.922 -0.828
C -1.021 5.098 -0.432
C -1.736 5.856 -1.368
C -1.821 5.430 -2.700
C -1.195 4.251 -3.106
C -0.052 1.480 -4.313
C -0.642 0.210 -4.568
C -0.833 -0.219 -5.879
C -0.511 0.591 -6.961
C -0.004 1.860 -6.713
C 0.241 2.316 -5.417
H 3.418 2.315 -0.285
H 2.275 3.254 -2.004
H 4.999 1.954 1.118
H 5.351 2.302 3.559
H 4.469 0.641 5.188
H 3.082 -1.284 4.397
H 2.690 -1.544 1.984
H 1.875 -2.587 -1.487
H 2.215 -5.057 -1.393
H 4.126 -6.032 -0.121
H 5.594 -4.534 1.227
H 5.258 -2.090 1.213
H 0.184 3.321 -0.118
H -0.946 5.407 0.615
H -2.241 6.765 -1.048
H -2.383 6.021 -3.428
H -1.246 3.918 -4.145
H -0.960 -0.449 -3.746
H -1.210 -1.229 -6.037
H -0.652 0.227 -7.988
H 0.200 2.538 -7.545
H 0.680 3.317 -5.243
O 0.830 1.189 1.358
C 0.439 -0.002 1.388
N 0.892 -1.010 0.564
S 0.135 -2.461 0.786
O -0.603 -2.841 -0.391
O 0.981 -3.445 1.404
C -0.894 -1.834 2.056
C -1.600 -2.638 2.932
C -2.127 -2.023 4.069
C -1.895 -0.666 4.320
C -1.107 0.100 3.467
C -0.578 -0.513 2.329
H -1.682 -3.702 2.715
H -2.718 -2.631 4.760
H -2.333 -0.215 5.215
H -0.862 1.140 3.655
*
```

The strongest force on any atom is 3.7 eV/A. The value obtained for the relative energy (zero: lowest compared OMol25 entry of this formula, charge and spin) is 3.150 eV. The calculated total energy comes out at -3104.80881 Ha. For the HOMO-LUMO gap (alpha / beta), the calculation gives 5.799 / 5.062 eV. The LUMO energy (alpha / beta) comes out at -5.57 / -8.90 eV.

Mulliken population analysis, charges in e, atoms 1 to 8: 1.692, -0.253, -0.940, -1.066, -1.839, 0.917, 0.114, -0.893